Entry 1:
Density functional theory data (ωB97M-V/def2-TZVPD) for one molecule with the formula C22H25N7S2.

Geometry (Å):
C 1.1631 2.5270 2.6534
C 0.5458 2.3718 1.2976
C 1.3311 2.0491 0.1955
C 0.7812 1.8842 -1.0617
C -0.5877 2.0509 -1.2474
N -1.1868 1.9377 -2.5005
C -0.8128 1.1561 -3.5375
N -1.5926 1.2198 -4.6169
C -1.2371 0.4132 -5.6125
N -1.9159 0.5000 -6.7690
N -0.2428 -0.4830 -5.5537
C 0.4305 -0.4810 -4.4207
C 1.4805 -1.5374 -4.2704
S 1.9556 -1.7450 -2.5386
C 0.3506 -1.9194 -1.7925
S -0.9309 -2.4690 -2.6689
N 0.2719 -1.5857 -0.5032
C -0.9941 -1.5048 0.1915
C -0.9765 -2.4593 1.3931
N 0.1357 -2.1878 2.2740
C 0.0208 -1.2352 3.2839
C 1.0338 -1.1250 4.2441
C 0.9263 -0.2410 5.2982
C -0.1972 0.5572 5.4384
C -1.2115 0.4504 4.5049
C -1.1083 -0.4268 3.4411
C 1.3782 -2.3055 1.5444
C 1.3991 -1.3234 0.3582
N 0.2447 0.3542 -3.4144
C -1.3816 2.3840 -0.1516
C -0.8198 2.5327 1.1025
H 0.4937 3.0555 3.3268
H 1.3720 1.5496 3.0896
H 2.1022 3.0728 2.5872
H 2.3991 1.9376 0.3210
H 1.4039 1.6252 -1.9006
H -2.0902 2.3738 -2.6242
H -2.7615 1.0412 -6.7856
H -1.7597 -0.2143 -7.4574
H 1.1116 -2.4793 -4.6761
H 2.3948 -1.2511 -4.7916
H -1.7956 -1.7683 -0.4994
H -1.1260 -0.4704 0.5301
H -1.9148 -2.4063 1.9436
H -0.8590 -3.4836 1.0224
H 1.9065 -1.7571 4.1807
H 1.7252 -0.1819 6.0231
H -0.2800 1.2465 6.2645
H -2.0975 1.0621 4.5977
H -1.9199 -0.4667 2.7322
H 2.2284 -2.0966 2.1901
H 1.4653 -3.3308 1.1703
H 2.3275 -1.4258 -0.2020
H 1.3172 -0.2997 0.7415
H -2.4448 2.5260 -0.2878
H -1.4516 2.7826 1.9425

Cartesian forces (eV/Å) of the 6 atoms listed first:
0.0 -0.1 0.0
0.0 0.0 0.0
-0.2 0.2 0.0
0.1 0.0 -0.1
0.2 0.0 0.5
-0.5 0.3 -0.1

Calculated values
**SMILES**: Cc1ccc(Nc2nc(N)nc(CSC(=S)N3CCN(c4ccccc4)CC3)n2)cc1
**E_HOMO**: -7.7 eV
**Max |F|**: 0.0145 hartree/bohr
**Total charge**: 0
**HOMO-LUMO gap**: 8.32 eV
**LUMO**: 0.022 Eh


Entry 2:
Density functional theory data (ωB97M-V/def2-TZVPD) for one molecule with the formula C22H25NO6 at a distorted geometry.

Geometry (Å):
C -5.6205 -0.6512 -0.4751
C -4.2121 -0.3262 -0.8254
C -3.5129 -0.8428 -1.8617
O -2.2416 -0.3599 -1.9217
C -2.1094 0.5093 -0.8905
C -3.3031 0.5666 -0.1559
C -3.3872 1.3545 1.0062
C -4.6378 1.4443 1.8170
C -2.2481 2.0225 1.3877
C -1.0604 1.9515 0.6520
O -0.0051 2.6117 1.1762
C 1.2102 2.6067 0.5798
O 2.1479 3.0901 1.1872
C 1.3142 2.0207 -0.7445
C 2.6344 2.2167 -1.4279
C 3.5624 1.0337 -1.1189
O 3.8835 0.2195 -1.9601
N 3.9447 1.0056 0.1672
C 4.7492 -0.0574 0.7353
C 4.1084 -1.4363 0.5530
C 2.7028 -1.5219 1.1420
C 2.0934 -2.9000 0.8944
C 0.6487 -2.9897 1.3889
C -0.2827 -2.0918 0.6128
O -1.0862 -1.3438 1.1091
O -0.1498 -2.2304 -0.7066
C 0.2851 1.3020 -1.2806
C 0.4522 0.6498 -2.6162
C -0.9489 1.2272 -0.5447
H -6.2413 0.2423 -0.5024
H -6.0187 -1.3733 -1.1835
H -5.6767 -1.0754 0.5251
H -3.7847 -1.5531 -2.6177
H -4.5070 2.1418 2.6395
H -5.4718 1.7778 1.2030
H -4.8892 0.4682 2.2275
H -2.2313 2.6140 2.2894
H 2.5161 2.2860 -2.5080
H 3.0964 3.1287 -1.0463
H 3.5980 1.7328 0.7800
H 4.8842 0.1639 1.7950
H 5.7306 -0.0631 0.2474
H 4.0625 -1.6515 -0.5149
H 4.7531 -2.1804 1.0245
H 2.0695 -0.7604 0.6798
H 2.7346 -1.3187 2.2154
H 2.6900 -3.6575 1.4066
H 2.1162 -3.1169 -0.1744
H 0.2854 -4.0128 1.2652
H 0.5774 -2.7198 2.4432
H -0.7585 -1.6408 -1.1869
H 0.6554 1.4097 -3.3711
H -0.4296 0.1000 -2.9190
H 1.3084 -0.0228 -2.5962

Cartesian forces (eV/Å) of the 6 atoms listed first:
0.0 0.0 0.0
0.2 -0.3 -0.5
-0.8 0.0 0.5
0.5 0.1 -0.2
-0.5 0.6 0.8
0.6 0.1 -0.3

Calculated values
**SMILES**: Cc1coc2c1c(C)cc1oc(=O)c(CC(=O)NCCCCCC(=O)O)c(C)c12
**E_HOMO**: -8.2 eV
**Max |F|**: 0.0229 hartree/bohr
**Total charge**: 0
**HOMO-LUMO gap**: 8.21 eV
**LUMO**: 0.002 Eh


Entry 3:
Density functional theory data (ωB97M-V/def2-TZVPD) for one molecule with the formula C22H25NS at a distorted geometry.

Geometry (Å):
C -1.8942 -4.2327 3.6407
C -1.8253 -3.1669 2.8091
C -0.7448 -2.8905 1.8879
N -1.2271 -2.5331 0.5725
C -1.9539 -3.6825 0.0258
C -1.1548 -4.6765 -0.7925
C -0.9467 -5.9553 -0.3323
C -0.2059 -1.8679 -0.2613
C -0.2566 -0.3770 0.0223
C 0.4727 0.3962 -1.0703
C 0.1695 1.9615 -1.0611
C 0.3484 2.6570 0.3152
C -0.8127 2.8025 1.0387
C -0.6303 3.1919 2.3319
C 0.6406 3.3557 2.8792
C 1.8078 3.2171 2.1567
C 1.6161 2.9208 0.8015
S 3.0689 2.6528 -0.2105
C 2.3485 3.1425 -1.6660
C 3.1306 3.9497 -2.6390
C 2.4446 4.5310 -3.7379
C 1.2379 4.0466 -4.0506
C 0.5578 3.2049 -3.2678
C 0.9876 2.8029 -2.0613
H -2.8309 -4.4209 4.1183
H -1.0021 -4.8378 3.8393
H -2.7127 -2.4832 2.6051
H -0.1996 -2.0664 2.3998
H -0.1004 -3.7497 1.9111
H -2.6436 -4.1912 0.8118
H -2.6653 -3.5023 -0.7272
H -0.6310 -4.2812 -1.7050
H -1.4839 -6.1974 0.6290
H -0.2726 -6.7308 -0.8199
H 0.7228 -2.3950 -0.2622
H -0.4817 -1.8704 -1.3118
H 0.0557 -0.1048 1.0165
H -1.3624 -0.0691 0.1500
H -0.0108 0.0445 -1.9349
H 1.5465 0.2585 -1.0190
H -0.8939 1.9498 -1.4757
H -1.6833 2.6031 0.4284
H -1.5176 3.2794 3.0656
H 0.7466 3.5239 3.9375
H 2.8128 3.3647 2.6022
H 4.2163 4.0585 -2.5317
H 2.9337 5.1818 -4.3941
H 0.7215 4.2498 -5.0147
H -0.4428 2.9356 -3.6495

Cartesian forces (eV/Å) of the 6 atoms listed first:
0.5 1.8 -1.0
-2.8 -1.0 0.8
1.4 1.2 0.7
-0.4 -0.4 -0.2
-0.5 -1.6 0.1
2.0 -2.4 1.4

Calculated values
**SMILES**: C=CCN(CC=C)CCCC1c2ccccc2Sc2ccccc21
**E_HOMO**: -7.9 eV
**Max |F|**: 0.1001 hartree/bohr
**Total charge**: 0
**HOMO-LUMO gap**: 8.69 eV
**LUMO**: 0.028 Eh


Entry 4:
Density functional theory data (ωB97M-V/def2-TZVPD) for C22H26AsN5Pt as an isolated structure at a distorted geometry.

Geometry (Å):
Pt 0.1067 -0.1205 -0.4187
C 4.7563 -0.3620 -0.8557
C 5.1666 0.6923 -0.0547
C 4.2083 1.5617 0.4428
C 2.8621 1.3216 0.1812
N 2.4747 0.2476 -0.5293
C 3.3955 -0.5470 -1.0539
C 1.8024 2.2721 0.5527
C 2.0332 3.4758 1.2200
C 0.9890 4.3742 1.3605
C -0.2514 4.0797 0.8099
C -0.4256 2.8499 0.1783
N 0.5831 1.9763 0.1001
C -1.6436 2.4271 -0.5290
C -2.8149 3.1796 -0.6020
C -3.8638 2.7168 -1.3812
C -3.7092 1.5363 -2.0940
C -2.5201 0.8356 -1.9611
N -1.5406 1.2588 -1.1809
H 5.4692 -1.0268 -1.3171
H 6.2127 0.8503 0.1538
H 4.5026 2.4192 1.0225
H 3.0359 -1.3654 -1.6650
H 3.0056 3.7171 1.6108
H 1.1503 5.3122 1.8690
H -1.0514 4.7992 0.8655
H -2.9121 4.1009 -0.0493
H -4.7863 3.2736 -1.4447
H -4.4962 1.1561 -2.7256
H -2.3471 -0.0826 -2.5058
C 1.8378 -2.9612 0.7212
C 1.1625 -3.1160 -0.5911
N 0.4135 -2.1948 -1.1765
C -0.0119 -2.7130 -2.3683
C 0.5056 -3.9636 -2.5123
N 1.2389 -4.1996 -1.3844
H 1.5214 -2.0111 1.1624
H 2.9196 -2.9430 0.5985
H 1.5950 -3.7807 1.3987
H -0.6400 -2.1648 -3.0435
H 0.4117 -4.6756 -3.3050
H 1.7448 -5.0487 -1.1828
C -3.4365 -1.4910 0.2092
As -1.7640 -1.0328 1.1090
C -2.3775 0.2086 2.4904
C -1.4710 -2.6283 2.1998
H -4.0789 -2.0304 0.9077
H -3.2383 -2.1349 -0.6480
H -3.9577 -0.5958 -0.1291
H -3.3403 -0.1344 2.8731
H -2.4924 1.2128 2.0852
H -1.6566 0.2342 3.3074
H -2.2920 -2.6960 2.9168
H -0.5393 -2.5279 2.7565
H -1.4440 -3.5433 1.6073

Cartesian forces (eV/Å) of the 6 atoms listed first:
3.0 -1.3 0.2
-0.1 0.1 0.2
-0.2 -0.1 -0.2
-0.3 -0.2 0.0
0.5 -0.2 0.0
-1.1 0.2 -0.1

Calculated values
**E_HOMO (spin up / spin down)**: -13.5 / -13.8 eV
**Max |F|**: 0.0632 hartree/bohr
**Total charge**: +2
**HOMO-LUMO gap (spin up / spin down)**: 6.99 / 6.97 eV
**LUMO (spin up / spin down)**: -0.238 / -0.252 Eh


Entry 5:
Density functional theory data (ωB97M-V/def2-TZVPD) for a 4-piece molecular cluster, C22H26BF3NO3 overall at a distorted geometry.

Geometry (Å):
O 2.8717 1.7605 0.1202
B 2.8097 0.4014 -0.1112
O 3.6421 -0.4060 0.5996
O 2.0011 -0.1229 -1.1090
C 0.5971 -0.1104 -1.0573
C -0.0294 -1.4098 -0.5197
C -0.2723 -1.1117 0.9441
N -0.5979 0.3676 1.0432
C -0.1385 0.9661 -0.2701
H 2.6012 1.9733 1.0128
H 3.3652 -1.3240 0.6274
H 0.2695 0.0817 -2.0752
H 0.7323 -2.1776 -0.6000
H -0.8938 -1.6580 -1.1255
H -0.9937 -1.7444 1.4453
H 0.6865 -1.2105 1.4463
H -1.5957 0.5005 1.1724
H -0.0799 0.7736 1.8200
H -1.0613 1.0883 -0.8378
H 0.2274 1.9847 -0.2085
F -0.2940 2.7151 2.8260
C -0.7623 3.9232 2.3731
C -0.1714 5.0714 2.8466
C -0.6429 6.2889 2.3789
C -1.6860 6.3347 1.4642
C -2.2633 5.1592 1.0090
C -1.7973 3.9340 1.4642
H 0.6358 5.0115 3.5637
H -0.1919 7.2051 2.7326
H -2.0500 7.2877 1.1077
H -3.0803 5.1925 0.3019
H -2.2389 3.0058 1.1218
F -1.2524 1.0934 -3.5432
C -0.9193 0.5596 -4.7556
C 0.2188 1.0148 -5.3830
C 0.5561 0.4637 -6.6105
C -0.2444 -0.5147 -7.1825
C -1.3865 -0.9495 -6.5256
C -1.7330 -0.4122 -5.2943
H 0.8234 1.7840 -4.9211
H 1.4471 0.8024 -7.1205
H 0.0216 -0.9373 -8.1411
H -2.0140 -1.7081 -6.9721
H -2.6176 -0.7368 -4.7628
F 0.2697 -4.2448 1.2520
C 0.4475 -4.6488 2.5404
C 0.5495 -3.6783 3.5106
C 0.7325 -4.0628 4.8306
C 0.8123 -5.4101 5.1497
C 0.7060 -6.3687 4.1499
C 0.5182 -5.9930 2.8274
H 0.4967 -2.6361 3.2288
H 0.8117 -3.3131 5.6056
H 0.9570 -5.7137 6.1768
H 0.7713 -7.4185 4.3991
H 0.4290 -6.7230 2.0348

Cartesian forces (eV/Å) of the 6 atoms listed first:
-0.9 -0.2 -0.3
0.6 0.1 -0.3
-0.3 0.0 0.5
-0.1 -0.2 0.9
-0.2 0.5 -0.9
0.8 0.6 -0.2

Calculated values
**E_HOMO**: -11.6 eV
**Max |F|**: 0.0286 hartree/bohr
**Total charge**: +1
**HOMO-LUMO gap**: 8.53 eV
**LUMO**: -0.111 Eh